Entry from the OMol25 dataset: a structure of composition C24H19F6N5O6PPdS5 (ωB97M-V/def2-TZVPD).

Properties
* total charge: +1
* frontier orbital gap (alpha / beta): 8.69 / 5.41 eV
* ΔE to the lowest compared entry with this formula, charge and spin: 0.689 eV
* DFT total energy: -128171.8986 eV
* spin multiplicity: 5

Positions of all 67 atoms, in Å:
Pd: -1.7108 -0.3247 -0.3371
N: 1.9375 -0.8261 6.7813
C: 0.9936 -0.5203 5.9010
C: -0.2924 -1.1377 5.9928
C: -1.2631 -0.8018 5.1023
C: -0.9864 0.1546 4.1003
C: 0.2845 0.7595 3.9856
C: 1.2648 0.4317 4.8691
S: -2.2762 0.6449 2.9774
O: -1.8829 1.9268 2.4980
O: -3.5041 0.4381 3.6755
N: -2.0809 -0.4080 1.7866
C: -2.7375 -1.6266 1.7592
N: -2.9924 -2.3633 2.8251
C: -3.5733 -3.5398 2.5888
C: -3.8570 -4.0050 1.3149
C: -3.5189 -3.1752 0.2623
N: -2.9876 -1.9795 0.4859
H: 1.7652 -1.4845 7.5261
H: 2.8475 -0.3918 6.7462
H: -0.4778 -1.8541 6.7834
H: -2.2523 -1.2371 5.1404
H: 0.4431 1.4955 3.2082
H: 2.2436 0.8923 4.8192
H: -3.8025 -4.1429 3.4598
H: -4.3113 -4.9698 1.1513
H: -3.6839 -3.4522 -0.7714
S: 1.8926 -3.6149 -1.1628
P: 1.2731 -1.9759 -2.1655
S: -0.6328 -2.2112 -1.4878
C: 1.3258 -2.1231 -3.9474
C: 0.1785 -2.0674 -4.7302
C: 0.2882 -2.1706 -6.1098
C: 1.5324 -2.3337 -6.6985
C: 2.6800 -2.3891 -5.9150
C: 2.5805 -2.2788 -4.5403
C: 2.1961 -0.5224 -1.7052
C: 2.3039 0.5360 -2.6063
C: 2.9292 1.7069 -2.2127
C: 3.4514 1.8171 -0.9323
C: 3.3639 0.7543 -0.0427
C: 2.7323 -0.4166 -0.4219
H: -0.7924 -1.9407 -4.2686
H: -0.6012 -2.1236 -6.7235
H: 1.6124 -2.4162 -7.7744
H: 3.6497 -2.5146 -6.3770
H: 3.4761 -2.3120 -3.9297
H: 1.8968 0.4503 -3.6045
H: 3.0049 2.5357 -2.9037
H: 3.9316 2.7378 -0.6284
H: 3.7839 0.8450 0.9501
H: 2.6444 -1.2441 0.2695
F: -2.1750 2.4675 -3.1929
C: -0.9651 2.0921 -2.8254
F: -0.0507 2.7988 -3.4688
F: -0.8134 0.7927 -3.1656
S: -0.7263 2.2232 -0.9648
O: -2.0775 2.0200 -0.4579
O: 0.1037 1.0533 -0.6419
N: 0.0343 3.5135 -0.6699
S: -0.6338 4.9766 -0.9263
O: 0.4168 5.9021 -1.1770
O: -1.7695 4.8829 -1.7902
C: -1.2918 5.4231 0.7751
F: -0.9047 4.5359 1.6839
F: -0.8208 6.6188 1.1167
F: -2.6160 5.4681 0.7413

Forces on atoms 1 to 2 (eV/Å):
0.64 0.00 -0.03
0.01 0.00 0.01


Entry from the OMol25 dataset: the molecule C5H6O2 (ωB97M-V/def2-TZVPD).

Properties
* total charge: 0
* frontier orbital gap: 9.78 eV
* ΔE to the lowest compared entry with this formula, charge and spin: 1.184 eV
* DFT total energy: -9375.9114 eV

Positions of all 13 atoms, in Å:
O: -0.1320 -2.2835 0.0497
C: -0.2551 -1.0969 -0.1455
C: -1.2173 -0.4258 -1.1191
O: -1.1039 0.9653 -0.8941
C: 0.1583 1.2468 -0.2928
C: 1.2286 -0.1363 1.6015
C: 0.4953 0.0184 0.5051
H: -2.2479 -0.7395 -0.9249
H: -0.9585 -0.7000 -2.1535
H: 0.0529 2.1545 0.3068
H: 1.3280 -1.1243 2.0448
H: 1.7310 0.6946 2.0905
H: 0.9207 1.4269 -1.0686

Forces on atoms 1 to 2 (eV/Å):
-0.09 0.52 -0.07
-0.06 -0.38 0.05


Entry from the OMol25 dataset: the molecule C8H14N4O5 at a distorted geometry (ωB97M-V/def2-TZVPD).

Properties
* total charge: 0
* frontier orbital gap: 10.33 eV
* ΔE to the lowest compared entry with this formula, charge and spin: 0.482 eV
* DFT total energy: -24723.3926 eV

Positions of all 31 atoms, in Å:
C: 1.1722 1.2005 -0.9059
C: 0.4539 -0.1029 -0.5336
C: 2.7207 1.0201 -0.8192
C: 3.3862 2.1539 -1.6180
C: -1.4556 -1.1003 0.5512
C: -2.0900 -1.9093 -0.6351
C: -2.4668 -0.5802 1.5798
C: -2.9659 -1.6812 2.5313
H: 0.8618 3.2158 -0.3747
H: 1.1593 2.2955 0.8754
H: 0.9164 1.4578 -1.9488
H: 2.9998 0.0735 -1.2772
H: 3.0450 0.9549 0.2215
H: 5.2195 1.1884 -1.4150
H: 5.3164 2.7239 -2.1030
H: -0.8922 1.0267 0.2621
H: -0.6932 -1.7299 1.0713
H: -1.9403 0.0812 2.1843
H: -3.3005 -0.0172 1.0520
H: -4.2275 -2.4310 1.1202
H: -4.4221 -3.0635 2.7316
H: -0.2934 -2.2153 -1.2818
N: 0.6868 2.2870 -0.0204
N: 4.7177 1.9942 -1.7289
N: -0.7530 0.0366 -0.0106
N: -4.1150 -2.3068 2.1312
O: 1.0115 -1.1831 -0.7816
O: 2.7864 3.0747 -2.1368
O: -3.2882 -1.9477 -0.7867
O: -2.3145 -2.0228 3.5415
O: -1.2356 -2.4934 -1.4759

Forces on atoms 1 to 2 (eV/Å):
0.75 0.63 0.92
1.48 -0.13 -0.95


Entry from the OMol25 dataset: a cluster of 2 separate species, C22H33F6N6O5 in total at a distorted geometry (ωB97M-V/def2-TZVPD).

Properties
* total charge: +1
* frontier orbital gap: 8.46 eV
* DFT total energy: -58823.7889 eV

Positions of all 72 atoms, in Å:
C: -0.4720 0.4824 3.4221
N: -1.1315 -0.5545 2.6197
C: -0.9064 -0.3895 1.1873
C: 0.2894 -1.1597 0.6221
C: 1.1708 -0.4237 -0.3590
C: 1.8191 0.8863 0.0583
C: 2.9412 1.4121 -0.8534
O: 4.2241 0.9591 -0.4191
C: 2.7828 1.1253 -2.3633
N: 3.8246 0.2248 -2.8637
N: 1.9933 -1.5304 -0.9298
C: 3.3090 -1.8574 -0.3854
O: 3.3043 -1.5691 1.0058
N: 4.6778 -1.5961 1.4923
O: 4.7790 -0.9273 2.4214
C: 1.0900 -2.5672 -0.9480
N: 1.3677 -3.5480 -1.8162
C: 0.6013 -4.7181 -2.1436
F: -0.6941 -4.4162 -2.2306
F: 1.0409 -5.1412 -3.3317
F: 0.7677 -5.7062 -1.2525
N: 0.0148 -2.4261 -0.1553
C: -0.4000 -3.5842 0.6915
C: -1.8249 -4.1223 0.4739
C: -2.8250 -3.0148 0.2672
C: -3.5540 -2.5504 1.3572
C: -4.4449 -1.4929 1.2244
C: -4.6159 -0.8848 -0.0102
C: -3.9122 -1.3512 -1.1146
C: -3.0199 -2.4046 -0.9712
H: 0.5435 0.7140 3.0766
H: -1.0665 1.3934 3.4280
H: -0.3888 0.1313 4.4481
H: -0.7467 -1.4348 2.9376
H: -1.8182 -0.5841 0.6234
H: -0.6859 0.6684 1.0290
H: 0.8828 -1.4630 1.4921
H: 0.4937 -0.1877 -1.1906
H: 1.0218 1.6257 0.0705
H: 2.1918 0.8059 1.0805
H: 2.9417 2.4979 -0.7389
H: 4.3443 1.2901 0.4764
H: 2.8419 2.0945 -2.8648
H: 1.8071 0.7161 -2.6091
H: 3.5867 -0.1039 -3.7884
H: 4.7120 0.7036 -2.9078
H: 3.4965 -2.9246 -0.5342
H: 4.0622 -1.2979 -0.9294
H: 2.2284 -3.4451 -2.3342
H: 0.3344 -4.3839 0.6211
H: -0.3607 -3.2391 1.7223
H: -1.8611 -4.8761 -0.3047
H: -2.0875 -4.6184 1.4086
H: -3.4281 -3.0089 2.3300
H: -4.9912 -1.1274 2.0818
H: -5.2965 -0.0534 -0.1275
H: -4.0358 -0.8996 -2.0884
H: -2.4709 -2.7550 -1.8348
C: -3.3044 5.6092 -0.5731
C: -2.0518 6.4475 -0.6845
O: -1.0899 6.0965 0.3410
C: -0.3573 5.0293 0.1191
O: -0.3792 4.3005 -0.8308
C: 0.6317 4.8240 1.2857
F: 0.0338 4.9319 2.4696
F: 1.6201 5.7164 1.2228
F: 1.1665 3.6003 1.1927
H: -3.7342 5.6968 0.4247
H: -4.0396 5.9464 -1.3022
H: -3.0919 4.5569 -0.7591
H: -2.2681 7.4982 -0.5115
H: -1.5836 6.3540 -1.6629

Forces on atoms 1 to 2 (eV/Å):
0.01 -0.20 0.03
0.37 0.01 0.13


Entry from the OMol25 dataset: the ion C4H8N3O2 with charge +1 at a distorted geometry (ωB97M-V/def2-TZVPD).

Properties
* total charge: +1
* frontier orbital gap: 12.13 eV
* ΔE to the lowest compared entry with this formula, charge and spin: 7.427 eV
* DFT total energy: -12829.8443 eV

Positions of all 17 atoms, in Å:
C: -0.7091 0.5193 0.8308
C: -1.4760 -0.5421 -1.1638
C: -1.3613 0.8769 -0.5024
C: 0.4049 -0.3113 0.1457
N: 0.5513 0.4663 -1.1781
N: -0.0777 -0.8732 -1.1029
N: 2.2254 -0.5150 1.6971
O: -0.2926 1.4594 -1.2051
O: 1.4410 -1.0686 0.5481
H: -0.1031 1.3168 1.2161
H: -1.1307 -0.0196 1.7244
H: -1.9632 -1.2717 -0.5204
H: -1.9334 -0.5492 -2.1877
H: -2.2090 1.6355 -0.1807
H: 1.3481 0.5977 -1.8405
H: 3.1140 -0.4188 1.4082
H: 2.1712 -1.3023 2.3111

Forces on atoms 1 to 2 (eV/Å):
2.84 -1.61 0.72
-1.66 0.94 -0.66


Entry from the OMol25 dataset: a structure of composition C15H14N2O5S3V (ωB97M-V/def2-TZVPD).

Properties
* total charge: +1
* frontier orbital gap: 6.54 eV
* ΔE to the lowest compared entry with this formula, charge and spin: 1.045 eV
* DFT total energy: -87185.3110 eV

Positions of all 40 atoms, in Å:
V: -0.8252 -1.7348 1.3016
C: -1.2572 0.2898 -4.4632
C: -0.3948 -0.0182 -3.2747
C: 0.2750 -1.2379 -3.1721
C: 1.0637 -1.5279 -2.0753
C: 1.1795 -0.5720 -1.0725
C: 0.5518 0.6689 -1.1579
C: -0.2427 0.9275 -2.2576
S: 2.1478 -0.9277 0.3189
O: 2.9859 -2.0569 0.0942
O: 2.6261 0.2567 0.9471
N: 0.9335 -1.5293 1.4382
C: 1.5315 -2.1611 2.6339
C: 0.4990 -3.1194 3.2046
O: 0.6548 -3.9123 4.0535
O: -0.7397 -2.9166 2.5670
H: -1.1753 -0.4799 -5.2273
H: -0.9770 1.2461 -4.9053
H: -2.3046 0.3654 -4.1653
H: 0.1811 -1.9659 -3.9674
H: 1.5872 -2.4707 -1.9926
H: 0.7159 1.4174 -0.3942
H: -0.7316 1.8901 -2.3447
H: 1.7839 -1.4162 3.3919
H: 2.4404 -2.7018 2.3649
S: -1.9325 -0.0045 1.9699
C: -1.0149 1.4922 1.6892
C: 0.1949 1.7326 2.3250
C: 0.8612 2.9229 2.0770
C: 0.3094 3.8661 1.2214
C: -0.9185 3.6284 0.6146
C: -1.5885 2.4380 0.8432
H: 0.6199 1.0003 2.9977
H: 1.8142 3.1082 2.5532
H: 0.8325 4.7941 1.0346
H: -1.3563 4.3726 -0.0371
H: -2.5425 2.2414 0.3715
O: -3.4588 -2.7156 1.0723
S: -2.8734 -2.8596 -0.2487
N: -1.4554 -2.3304 -0.3294

Forces on atoms 1 to 2 (eV/Å):
0.13 0.02 0.14
0.00 0.00 0.00


Entry from the OMol25 dataset: a cluster of 2 separate species, C5H15NOP in total at a distorted geometry (ωB97M-V/def2-TZVPD).

Properties
* total charge: +1
* frontier orbital gap: 6.91 eV
* ΔE to the lowest compared entry with this formula, charge and spin: 4.637 eV
* DFT total energy: -18243.5292 eV

Positions of all 23 atoms, in Å:
C: 2.0286 -0.8570 -0.8126
C: 1.7204 -0.9844 1.7371
C: -2.0358 -0.0493 0.6722
C: -0.8823 0.8811 0.2199
C: 1.7685 -0.1855 0.4952
N: -2.9202 -0.0511 -0.5248
O: 2.1126 1.0880 0.5784
P: -1.0409 1.0965 -1.5512
H: 1.6075 -0.0914 -1.4385
H: 1.5104 -1.8868 -0.8399
H: 3.0953 -0.6915 -1.0654
H: 1.4847 -0.5782 2.6518
H: 1.2916 -2.0170 1.6415
H: 2.7971 -1.3135 1.7262
H: -1.8470 -1.1156 0.7864
H: -2.5975 0.3942 1.5213
H: -0.6455 1.7002 0.7376
H: -3.8410 0.2837 -0.3441
H: -2.9082 -0.9947 -0.9306
H: -0.8636 0.0092 -2.4669
H: 1.8065 1.6648 1.3036
H: 0.2406 1.7098 -1.6895
H: -1.8817 1.9883 -2.4078

Forces on atoms 1 to 2 (eV/Å):
-0.76 0.48 0.83
1.14 -2.91 -2.40


Entry from the OMol25 dataset: a cluster of 3 separate species, C5H12O3 in total at a distorted geometry (ωB97M-V/def2-TZVPD).

Properties
* total charge: 0
* frontier orbital gap: 9.04 eV
* ΔE to the lowest compared entry with this formula, charge and spin: 2.474 eV
* DFT total energy: -11520.2917 eV

Positions of all 20 atoms, in Å:
C: 2.2590 -2.5939 -0.9295
C: 1.4973 -1.3420 -0.6317
C: 0.8831 -0.9872 0.4994
O: 1.2579 -1.5785 1.7029
C: -0.2844 -0.1152 0.6866
C: -0.6641 0.7667 -0.2283
H: 2.3611 -3.1286 0.0202
H: 1.7094 -3.3009 -1.5550
H: 3.2249 -2.4328 -1.4067
H: 1.0802 -0.8545 -1.5052
H: 2.2122 -1.6696 1.7352
H: -0.7306 -0.1666 1.6711
H: -0.2194 0.8430 -1.2101
H: -1.4095 1.5150 0.0157
H: -1.8013 2.0778 -6.6524
H: -1.7030 2.5267 -5.2063
O: -2.2340 2.6376 -6.0000
H: -2.3929 1.5640 4.6110
H: -2.4079 2.1395 5.9576
O: -1.9342 2.2146 5.1224

Forces on atoms 1 to 2 (eV/Å):
0.26 -0.17 1.11
-1.47 0.21 -1.17


Entry from the OMol25 dataset: the ion CH6N3S with charge +1 at a distorted geometry (ωB97M-V/def2-TZVPD).

Properties
* total charge: +1
* frontier orbital gap: 9.61 eV
* ΔE to the lowest compared entry with this formula, charge and spin: 1.921 eV
* DFT total energy: -16431.0009 eV

Positions of all 11 atoms, in Å:
C: -0.2612 0.3405 0.0345
N: -0.9801 0.2223 -1.2377
N: 0.4624 1.2855 0.5712
N: 0.5018 -1.1420 0.1580
S: -2.0201 0.0120 0.2019
H: -1.2899 0.9820 -1.8313
H: 0.4542 1.4124 1.5505
H: 1.3485 1.6216 0.0256
H: 0.2558 -1.7050 1.0433
H: 1.5467 -1.2559 -0.0218
H: -0.0182 -1.7735 -0.4942

Forces on atoms 1 to 2 (eV/Å):
-2.20 -2.50 -1.78
0.65 -1.07 1.23


Entry from the OMol25 dataset: a cluster of 2 separate species, C11H15N in total at a distorted geometry (ωB97M-V/def2-TZVPD).

Properties
* total charge: 0
* frontier orbital gap: 8.78 eV
* ΔE to the lowest compared entry with this formula, charge and spin: 0.385 eV
* DFT total energy: -13140.4061 eV

Positions of all 27 atoms, in Å:
C: -0.3938 -2.8665 -2.6979
C: -0.5684 -2.7896 -1.1790
H: -1.3526 -2.7935 -3.2121
H: 0.2452 -2.0567 -3.0296
H: 0.1001 -3.7848 -3.0138
H: -1.3076 -3.5141 -0.8351
H: -0.9137 -1.7820 -0.9799
H: 0.3744 -2.9708 -0.6740
C: 0.4995 2.1718 -2.0057
C: -0.9974 2.4909 0.0575
C: -0.0467 1.8420 -0.6481
C: -0.4192 0.7649 1.3336
C: 0.3262 0.6992 0.1372
C: -0.3062 -0.2280 2.2901
C: 1.3584 -0.2283 0.0563
C: 0.6610 -1.2018 2.1184
C: 1.5162 -1.1809 1.0158
N: -1.2891 1.8236 1.2248
H: -1.4955 3.4316 -0.1611
H: -1.7351 2.2350 2.0338
H: 1.2234 2.9906 -1.9096
H: -0.2354 2.4124 -2.7588
H: -0.8782 -0.1692 3.2079
H: 1.9775 -0.1313 -0.8368
H: 0.6880 -1.9953 2.8607
H: 2.4138 -1.7798 0.9298
H: 1.1193 1.3435 -2.3489

Forces on atoms 1 to 2 (eV/Å):
0.13 -0.31 0.18
-0.18 -0.15 -0.82


Entry from the OMol25 dataset: the molecule C20H19NO7S at a distorted geometry (ωB97M-V/def2-TZVPD).

Properties
* total charge: 0
* frontier orbital gap: 8.23 eV
* ΔE to the lowest compared entry with this formula, charge and spin: 0.000 eV
* DFT total energy: -47706.0684 eV

Positions of all 48 atoms, in Å:
C: -7.6451 -0.8484 0.2295
C: -6.3263 -0.8869 -0.5341
N: -5.7051 0.4132 -0.6858
S: -4.8651 1.0035 0.6357
O: -4.6949 2.4063 0.4046
O: -5.4367 0.5705 1.8795
C: -3.3038 0.1611 0.3969
C: -2.5072 0.5481 -0.6640
C: -1.3079 -0.1038 -0.8850
C: -0.9216 -1.1415 -0.0379
C: -1.7336 -1.5160 1.0311
C: -2.9322 -0.8605 1.2491
H: -3.5819 -1.1158 2.0716
H: -1.4054 -2.3183 1.6745
C: 0.3576 -1.8750 -0.2280
O: 0.7612 -2.7371 0.5096
O: 1.0147 -1.4756 -1.3273
C: 2.2732 -2.1042 -1.5669
C: 3.3377 -1.6354 -0.6084
C: 4.0350 -2.5197 0.1369
C: 5.0729 -2.1068 1.0640
O: 5.7434 -2.8464 1.7371
O: 5.2987 -0.7579 1.1679
C: 4.6111 0.1462 0.4403
C: 4.9424 1.4842 0.6387
C: 4.2851 2.4708 -0.0797
C: 3.2918 2.1024 -1.0041
C: 2.9694 0.7862 -1.1974
C: 3.6172 -0.2300 -0.4782
H: 2.2027 0.5244 -1.9080
H: 2.7959 2.8863 -1.5531
O: 4.5233 3.7934 0.0285
C: 5.5075 4.2358 0.9371
H: 6.4942 3.8402 0.6795
H: 5.5190 5.3208 0.8515
H: 5.2573 3.9547 1.9640
H: 5.7135 1.7047 1.3577
H: 3.8504 -3.5806 0.0897
H: 2.1582 -3.1893 -1.4811
H: 2.5353 -1.8364 -2.5939
H: -0.6694 0.1825 -1.7051
H: -2.8379 1.3605 -1.2905
H: -6.3227 1.1184 -1.0594
H: -6.4725 -1.3062 -1.5349
H: -5.6014 -1.5071 -0.0024
H: -8.3676 -0.2244 -0.2931
H: -7.4775 -0.4394 1.2222
H: -8.0532 -1.8514 0.3217

Forces on atoms 1 to 2 (eV/Å):
0.23 -0.04 -0.04
-0.26 -0.42 0.15


Entry from the OMol25 dataset: the molecule C5H7N at a distorted geometry (ωB97M-V/def2-TZVPD).

Properties
* total charge: 0
* frontier orbital gap: 10.23 eV
* ΔE to the lowest compared entry with this formula, charge and spin: 3.900 eV
* DFT total energy: -6784.6126 eV

Positions of all 13 atoms, in Å:
C: 1.9087 0.2181 0.4520
N: 0.4839 0.2237 0.6955
C: -0.2474 -0.9416 0.2414
C: -0.2955 0.3495 -0.5067
C: -1.5898 0.9906 -0.4649
C: -2.7746 0.7901 -0.4132
H: 2.2363 1.2555 0.3460
H: 2.1743 -0.3313 -0.4677
H: 2.4188 -0.2391 1.3024
H: 0.2769 -1.7702 -0.2311
H: -1.1036 -1.2219 0.8543
H: 0.2227 0.3771 -1.4634
H: -3.7106 0.2993 -0.3446

Forces on atoms 1 to 2 (eV/Å):
0.28 0.02 0.00
0.10 0.08 0.09